Entry 1:
Molecular formula: C30H84F3O15
Method: DFT, wB97M-V/def2-TZVPD

Each line ends with the Löwdin charge.
Element x y z (Å)
F (-1.9907, -2.4722, 1.3638)  0.1139
F (-2.2759, -1.1476, -0.3429)  0.0820
F (-2.2478, -0.3181, 1.6734)  0.1334
O (1.7720, -4.1642, -3.2737)  -0.0731
O (-0.1811, -5.0106, -0.1181)  -0.0885
O (5.2969, 3.8447, 0.1233)  -0.0656
O (-0.4469, -2.1938, 4.4832)  -0.0956
O (5.3187, -1.4417, 3.5955)  -0.0766
O (-1.6023, 4.5315, -4.4910)  -0.1130
O (3.5437, -1.4862, 0.6487)  -0.1039
O (0.9016, 4.9888, 0.9496)  -0.0787
O (-7.2639, 1.7519, 0.7860)  -0.1136
O (0.1970, 0.1223, 0.1488)  -0.0645
O (5.4656, 0.2842, -4.6605)  -0.0882
O (-1.9341, -0.0741, 5.6998)  -0.1035
O (-0.3570, 1.6207, 3.0195)  -0.0749
O (0.4580, -1.1534, 1.9325)  -0.1208
O (-3.2657, -0.6001, -5.3608)  -0.0812
C (-0.9000, 6.3469, 0.1200)  -0.0875
C (-1.1257, -4.2703, 5.3575)  -0.0905
C (-5.6396, -0.0233, 0.6020)  -0.0875
C (3.1145, -2.4420, 3.8909)  -0.0852
C (-1.5251, 3.5743, 3.3430)  -0.0964
C (0.3530, 5.5306, -0.2530)  -0.3041
C (0.8445, -3.1106, -3.2884)  -0.3400
C (-0.1330, 0.4277, -1.1654)  -0.3004
C (-2.7666, -1.6992, -3.2079)  -0.0898
C (-1.6677, -1.2379, 0.8922)  -0.5001
C (-1.2472, 3.2773, -3.8043)  -0.2755
C (-4.2903, 0.4299, 5.3770)  -0.0944
C (-0.1455, -1.1242, 0.7923)  -0.5229
C (1.2256, -2.1523, -4.4004)  -0.0743
C (-2.3871, 2.2593, -3.9530)  -0.0760
C (-2.7305, -1.7521, -4.7169)  -0.3188
C (-1.7001, -6.5082, 1.1179)  -0.0964
C (0.7491, 1.5792, -1.6114)  -0.0550
C (-1.2519, 2.4819, 2.3687)  -0.3521
C (3.1027, -1.9626, -0.6812)  -0.2714
C (3.6901, 4.6867, -1.4383)  -0.0882
C (4.7564, 1.4777, -5.0512)  -0.3041
C (5.1507, 4.5922, -1.0845)  -0.3341
C (4.4843, -2.1177, 4.5072)  -0.3294
C (4.1566, -1.5873, -1.6917)  -0.0715
C (-6.0682, 1.1596, 1.4108)  -0.2906
C (-0.2496, -6.1308, 0.7682)  -0.3039
C (-3.0830, -0.3179, 4.8595)  -0.3097
C (-0.3642, -3.5614, 4.2658)  -0.3564
C (3.7643, 1.8114, -3.9668)  -0.0890
H (1.5461, -4.8074, -2.5996)  0.0767
H (-1.1219, -5.3671, 5.3267)  0.0670
H (4.1478, -0.5136, -1.8912)  0.0578
H (-6.4451, -0.7494, 0.4925)  0.0793
H (-1.6699, -1.8421, -4.9976)  0.0942
H (4.3922, -1.5054, 5.3985)  0.1076
H (3.3584, 0.9283, -3.4762)  0.0564
H (-0.8060, -3.8325, 3.2916)  0.0955
H (-2.2072, -5.7905, 1.7590)  0.0629
H (-0.1609, -3.5352, -3.3718)  0.1033
H (2.6258, -1.5552, 3.4869)  0.0777
H (3.8882, -2.1282, -2.6075)  0.0626
H (-2.7680, 2.3117, -4.9690)  0.0719
H (-3.3070, -1.3872, 4.7425)  0.1096
H (-4.1116, 1.4867, 5.5642)  0.0691
H (-5.3239, 1.9696, 1.4155)  0.1107
H (-5.0345, 0.3501, 4.5656)  0.0554
H (2.3164, -2.1522, -4.3812)  0.0674
H (1.0098, 6.2025, -0.8141)  0.0999
H (-2.2583, 4.3213, 3.0231)  0.0616
H (-1.2003, -0.6751, 5.4632)  0.0520
H (4.9169, -3.0911, 4.7705)  0.1009
H (-1.1966, 0.7041, -1.2603)  0.1039
H (5.4644, -2.0561, 2.8651)  0.0771
H (-1.8858, 3.1354, 4.2814)  0.0720
H (0.6364, -4.0121, 4.1685)  0.0960
H (2.9927, -1.9837, 1.2699)  0.0331
H (5.4765, 2.2904, -5.1984)  0.1074
H (1.8019, 1.3345, -1.4287)  0.0778
H (-2.8096, 0.1223, 3.8881)  0.0884
H (-0.6435, 4.1309, 3.6760)  0.0729
H (-5.1260, 0.2395, -0.3213)  0.0746
H (0.1714, -6.9967, 0.2557)  0.1056
H (-4.2002, -0.5509, -5.1273)  0.0853
H (3.0202, -3.0534, -0.5743)  0.1135
H (-1.9587, 1.2623, -3.8280)  0.0496
H (0.2494, -5.9320, 1.7272)  0.1057
H (-2.2721, -6.7217, 0.2094)  0.0692
H (3.2080, 5.2839, -0.6629)  0.0596
H (0.8752, -2.5561, -2.3467)  0.0793
H (-7.4650, 2.5750, 1.2342)  0.0608
H (-3.1687, 2.4537, -3.2219)  0.0767
H (0.7785, 1.6818, -2.7019)  0.0544
H (-3.1315, -2.6792, -5.1547)  0.1105
H (6.0465, 0.0303, -5.3835)  0.0733
H (-2.2664, -2.5490, -2.7401)  0.0698
H (3.5111, 5.2718, -2.3463)  0.0802
H (5.1764, -1.8272, -1.4023)  0.0764
H (-0.4140, -4.2019, 0.3607)  0.0599
H (2.1147, -1.5059, -0.8100)  0.0816
H (-0.7400, 2.7934, 1.4531)  0.0987
H (-0.8190, -3.9980, 6.3705)  0.0745
H (-0.6985, 7.3904, 0.3517)  0.0651
H (-1.7209, -7.4934, 1.6136)  0.0697
H (-1.6436, 6.3129, -0.6993)  0.0660
H (-2.1987, 5.0288, -3.9220)  0.0644
H (-0.3036, 0.7597, 2.5504)  0.0514
H (0.9017, -2.5657, -5.3641)  0.0719
H (-2.2976, -0.8014, -2.8043)  0.0433
H (6.0201, 3.2241, 0.0376)  0.0767
H (-3.7938, -1.6756, -2.8174)  0.0789
H (2.9410, 2.4521, -4.2783)  0.0761
H (-1.1044, 3.5020, -2.7454)  0.0860
H (-2.2025, -4.0600, 5.2860)  0.0706
H (-1.5138, 5.8527, 0.8783)  0.0647
H (0.4523, 2.5150, -1.1485)  0.0549
H (-0.0435, -0.3650, -1.9295)  0.1013
H (4.1760, 1.2861, -5.9661)  0.1080
H (0.0253, 4.6941, -0.8654)  0.0826
H (-6.3263, 0.9283, 2.4524)  0.0982
H (1.1617, 5.7094, 1.5318)  0.0861
H (3.2681, 3.6945, -1.5515)  0.0616
H (3.3281, -3.2194, 3.1557)  0.0759
H (4.2745, 2.3307, -3.1465)  0.0603
H (-2.1609, 1.9562, 2.0714)  0.0915
H (5.6384, 5.5773, -0.9993)  0.1042
H (0.7574, -1.1746, -4.3688)  0.0620
H (0.2140, -1.9456, 0.1283)  0.1330
H (-4.8607, -0.5708, 1.1510)  0.0654
H (-0.0357, -1.6953, 3.7280)  0.0789
H (-0.3376, 2.9890, -4.3252)  0.1009
H (-4.8230, -0.0077, 6.2272)  0.0664
H (2.4390, -2.7952, 4.6733)  0.0626
H (5.7496, 4.1235, -1.8843)  0.1019

Properties
Energy above the lowest of the compared OMol25 structures with the same formula, charge and spin = 194.5 kJ/mol
Total charge = -1
LUMO energy = 2.21 eV


Entry 2:
Molecular formula: C3H2FFeO2
Method: DFT, wB97M-V/def2-TZVPD

Each line ends with the Löwdin charge.
Element x y z (Å)
Fe (-0.4662, -1.0471, -2.1632)  1.4018
F (1.9727, 1.5449, 0.2291)  0.2272
O (-1.5464, -1.1387, -0.5491)  0.0262
O (0.8170, -0.0978, -1.1929)  -0.1412
C (0.7306, 1.0789, 0.1866)  0.0306
C (-0.9396, -0.6630, 0.4401)  -0.0440
C (0.4329, -0.2483, 0.3115)  -0.0374
H (0.5244, 0.8469, 1.4499)  0.3402
H (-1.5255, -0.2757, 1.2879)  0.1966

Properties
Energy above the lowest of the compared OMol25 structures with the same formula, charge and spin = 502.8 kJ/mol
Spin multiplicity = 6
Total charge = +2
LUMO energy (spin up / spin down) = -12.98 / -13.70 eV


Entry 3:
Molecular formula: C2HF2HgO
Method: DFT, wB97M-V/def2-TZVPD

Each line ends with the Löwdin charge.
Element x y z (Å)
Hg (2.4106, 0.4259, 0.0086)  1.1071
F (0.1087, 0.6947, 0.5569)  -0.0534
F (-1.2128, -0.9958, 1.0360)  0.0394
O (-1.1995, 0.4424, -1.2265)  0.1450
C (-1.1644, -0.9457, -0.9884)  0.1172
C (-0.9264, 0.0054, 0.0378)  -0.4939
H (-1.0167, -1.6647, -1.7917)  0.1386

Properties
Energy above the lowest of the compared OMol25 structures with the same formula, charge and spin = 344.7 kJ/mol
Spin multiplicity = 3
Total charge = +1
LUMO energy (spin up / spin down) = -4.66 / -9.55 eV


Entry 4:
Molecular formula: C28H80N2O12
Method: DFT, wB97M-V/def2-TZVPD

Each line ends with the Löwdin charge.
Element x y z (Å)
O (-4.3775, -6.9157, 33.9068)  0.0167
O (1.3407, -4.7366, 34.5800)  -0.0226
O (-2.8902, -7.7773, 31.7124)  -0.0079
O (-0.0887, -2.4496, 31.2407)  -0.1085
O (0.5000, -10.3267, 30.3848)  -0.1180
O (0.1007, -5.1220, 30.9845)  -0.0351
O (4.5001, -9.1907, 29.7681)  0.0662
O (-0.2218, -9.2364, 33.2585)  -0.0572
O (3.9781, -2.0545, 27.9935)  0.0429
O (0.0465, -6.9435, 28.1181)  -0.0167
O (-2.4150, -4.6447, 33.3498)  -0.1241
O (3.8888, -3.5952, 34.0638)  -0.0002
N (-0.3033, -7.3964, 30.9691)  0.1785
N (0.1456, -6.5849, 32.8446)  0.2228
C (3.8022, -3.2484, 28.1752)  -0.7115
C (0.2100, -5.7286, 27.8103)  -0.6005
C (2.7156, -3.4216, 29.2054)  -0.0099
C (-1.1683, -5.3483, 27.2949)  -0.0267
C (0.8295, -8.4117, 35.2071)  -0.0101
C (0.0675, -2.3520, 32.6207)  -0.1551
C (-2.6412, -7.4713, 35.2175)  -0.0352
C (0.4248, -10.2755, 28.9757)  -0.1362
C (-3.5285, -6.9818, 29.6760)  -0.0431
C (0.4047, -9.5779, 34.2856)  -0.6077
C (3.1254, -8.4328, 31.6218)  -0.0149
C (-0.0431, -6.3086, 31.5832)  -0.6032
C (3.1427, -7.3025, 29.4191)  -0.0263
C (5.0694, -4.0444, 28.3744)  -0.0224
C (-4.7117, -8.9925, 35.0790)  -0.0114
C (-0.2882, -4.4156, 35.9808)  -0.0203
C (-3.1887, -4.3089, 32.2161)  -0.1252
C (1.8803, -3.2186, 36.3911)  -0.0306
C (1.2533, -4.4830, 35.8129)  -0.5754
C (3.8131, -4.9817, 32.3815)  -0.0464
C (3.4171, -8.5979, 30.1299)  -0.5702
C (1.2579, -5.3042, 26.8031)  -0.0357
C (-0.2975, -10.6912, 35.0729)  -0.0273
C (3.9086, -3.5987, 32.8446)  -0.7009
C (-3.2700, -8.1825, 30.5965)  -0.6028
C (5.1709, -2.9399, 32.3042)  -0.0251
C (-4.5372, -9.0095, 30.6840)  -0.0145
C (-4.1662, -7.5054, 34.9987)  -0.5680
H (2.4157, -4.4941, 29.2727)  0.0714
H (3.0511, -3.1297, 30.2282)  0.0827
H (-4.3888, -9.5648, 31.5700)  0.0588
H (5.1899, -4.2481, 29.5110)  0.0915
H (2.7053, -9.3182, 29.8327)  0.0936
H (2.3391, -5.5672, 26.9325)  0.0806
H (0.5485, -9.1965, 28.7165)  0.0745
H (-3.9199, -7.3268, 33.2027)  0.0453
H (-2.5279, -7.9920, 36.1871)  0.0902
H (5.9194, -3.5248, 27.9887)  0.0698
H (0.1591, -8.2248, 31.3337)  0.0906
H (1.5971, -5.3282, 36.3610)  0.1240
H (1.7391, -3.1064, 37.4481)  0.0691
H (-3.5785, -7.0924, 28.5585)  0.0929
H (-1.4647, -5.9093, 26.4070)  0.0948
H (-5.7164, -8.9966, 34.8066)  0.0459
H (-4.5344, -9.4318, 36.0687)  0.0798
H (-0.6044, -7.3054, 27.5801)  0.0776
H (3.8041, -7.8312, 32.2021)  0.0638
H (1.0309, -4.1874, 26.6829)  0.1164
H (4.9118, -4.8734, 27.7348)  0.0555
H (-2.0579, -5.6210, 27.8503)  0.0524
H (-3.2030, -5.0304, 31.3413)  0.0688
H (1.5232, -2.3093, 35.8805)  0.0901
H (1.2867, -10.7400, 28.5054)  0.0791
H (-0.0148, -7.4462, 33.3115)  0.0454
H (-4.2540, -4.3399, 32.5779)  0.0979
H (3.4402, -3.6789, 27.2252)  0.1123
H (5.3190, -1.8758, 32.5407)  0.0819
H (0.4648, -5.8558, 33.4897)  0.0834
H (2.0983, -8.4670, 31.9345)  0.0386
H (3.0150, -3.2345, 36.2901)  0.0842
H (1.2908, -9.9805, 33.7924)  0.1347
H (3.0100, -3.1334, 32.4871)  0.1435
H (0.0163, -7.9951, 35.8403)  0.0912
H (4.4431, -5.7546, 32.8881)  0.1062
H (4.0630, -4.9644, 31.3074)  0.0656
H (-4.6840, -9.8168, 30.0022)  0.0716
H (-0.6428, -10.0687, 32.9000)  0.1591
H (4.0434, -1.8843, 27.0272)  0.1528
H (0.1199, -10.9453, 36.0598)  0.0861
H (3.2572, -9.4510, 32.1171)  0.1010
H (4.2922, -9.8440, 29.1770)  0.0691
H (-1.2247, -4.3175, 27.0893)  0.0732
H (-0.6322, -4.9202, 36.9356)  0.0981
H (6.1612, -3.3747, 32.7563)  0.1262
H (-2.2851, -6.4600, 35.3089)  0.0580
H (-0.4341, -11.6465, 34.5800)  0.0689
H (3.9603, -6.5752, 29.4513)  0.0714
H (-0.9329, -2.3076, 33.0055)  0.0729
H (0.3604, -3.3483, 32.8435)  0.0489
H (0.4205, -5.2186, 28.7455)  0.1086
H (4.8359, -3.7642, 34.3854)  0.1741
H (2.7589, -7.2354, 28.3633)  0.0840
H (-2.5421, -5.5708, 33.5120)  0.0105
H (-1.3844, -10.4155, 35.3206)  0.1007
H (-4.4630, -6.5451, 29.8565)  0.0570
H (1.8831, -2.8402, 28.9140)  0.0762
H (2.1993, -4.6551, 34.3195)  0.0284
H (-4.6433, -6.9306, 35.7474)  0.1319
H (-2.4442, -8.7687, 30.1563)  0.1374
H (-0.1723, -7.2549, 29.9827)  0.0901
H (-0.7865, -5.0486, 35.2039)  0.0467
H (0.9323, -5.6369, 25.8613)  0.0531
H (-0.7190, -3.4527, 35.8149)  0.0720
H (1.2879, -7.6247, 34.6957)  0.0414
H (-0.4655, -3.3012, 31.2146)  -0.0077
H (0.6861, -1.6765, 33.0209)  0.0455
H (2.8032, -5.3600, 32.5057)  0.0704
H (-0.1264, -10.9942, 30.6185)  0.0660
H (-4.2208, -9.5511, 34.2827)  0.0641
H (1.5215, -8.7347, 35.9673)  0.0856
H (2.3285, -6.8060, 29.9271)  0.0544
H (-2.1887, -8.1455, 34.5227)  0.0535
H (-5.4824, -8.5109, 30.7135)  0.0824
H (-2.8414, -3.3769, 31.9292)  0.0487
H (-0.4844, -10.6721, 28.5918)  0.0773
H (5.2452, -2.8167, 31.2326)  0.0527
H (-2.8198, -6.1268, 29.8037)  0.0640
H (-1.9815, -7.5270, 31.6044)  0.0493

Properties
Energy above the lowest of the compared OMol25 structures with the same formula, charge and spin = 969.3 kJ/mol
SMILES = NC(N)=O.CC(C)O.CC(C)O.CC(C)O.CC(C)O.CC(C)O.CC(C)O.CC(C)O.CC(C)O.CO.CO.CO
LUMO energy = -0.12 eV


Entry 5:
Molecular formula: C21H46N5O
Method: DFT, wB97M-V/def2-TZVPD

Each line ends with the Löwdin charge.
Element x y z (Å)
O (2.1692, -2.1990, -1.2655)  -0.1086
N (6.9093, -0.3568, 0.0525)  -0.1931
N (-4.7271, 4.4603, 0.9173)  -0.1948
N (-4.8813, -1.9244, -0.3767)  -0.0054
N (-4.5301, -0.6742, -0.1549)  0.0723
N (-2.5218, -5.3684, -1.3251)  -0.1710
C (-4.0411, 5.3022, 3.2331)  -0.0877
C (8.1835, -1.0664, 0.0150)  -0.2721
C (6.7625, 0.7564, -0.8803)  -0.2493
C (-2.5803, -2.9505, -0.7177)  -0.0070
C (-5.7705, 2.2907, 0.2568)  -0.1083
C (6.9368, 0.4640, -2.3690)  -0.0868
C (-2.1421, -1.4797, -0.5050)  -0.0275
C (-4.1427, -3.1148, -0.6324)  0.1081
C (-5.9118, 5.2602, 0.6177)  -0.2460
C (-3.1651, -0.3632, -0.1999)  0.0372
C (9.3937, -0.1629, 0.2188)  -0.0905
C (-1.6276, -4.1963, -0.9920)  -0.1853
C (-4.9645, 3.0714, 1.2888)  -0.2765
C (-1.6631, -6.5990, -1.3496)  -0.1256
C (-3.7227, 5.1189, 1.7504)  -0.2516
C (-6.9788, 5.3835, 1.7030)  -0.0843
C (-0.5861, -1.0778, -0.5976)  -0.1479
C (5.7549, -1.2456, 0.1497)  -0.2559
C (1.8825, -1.5463, 0.0007)  -0.2288
C (5.4859, -2.1904, -1.0204)  -0.0919
C (0.3463, -1.8267, 0.4718)  -0.1586
H (-0.9128, -6.6259, -0.4736)  0.0961
H (-6.6892, 6.0954, 2.4774)  0.0575
H (-0.5369, 0.0468, -0.3313)  0.1269
H (9.3054, 0.4145, 1.1429)  0.0803
H (-5.8187, 1.2384, 0.5438)  0.0366
H (-0.9638, -4.0306, -1.9078)  0.1397
H (-5.3080, 2.3476, -0.7329)  0.0773
H (-7.9081, 5.7572, 1.2626)  0.0761
H (0.2384, -2.9620, 0.4925)  0.0934
H (10.3012, -0.7687, 0.2877)  0.0745
H (-2.2670, -7.5643, -1.2742)  0.0964
H (-4.7738, 6.0928, 3.3947)  0.0577
H (-5.9117, -2.0809, -0.3613)  0.1860
H (-5.6029, 6.2649, 0.3103)  0.1181
H (-0.1667, -1.1563, -1.6621)  0.1371
H (-1.0114, -6.5443, -2.2991)  0.0971
H (-2.9869, -5.2120, -2.2300)  0.1091
H (-3.4796, 6.0959, 1.3188)  0.1145
H (1.9496, -0.4105, -0.1496)  0.1290
H (1.3933, -2.7022, -1.5891)  0.0717
H (9.5298, 0.5311, -0.6145)  0.0651
H (6.3814, -2.7306, -1.3345)  0.0703
H (-6.3872, 4.8434, -0.2772)  0.1015
H (-3.1342, 5.5971, 3.7689)  0.0740
H (0.1892, -1.4681, 1.5564)  0.1349
H (6.0529, -0.0142, -2.7947)  0.0534
H (-7.2094, 4.4272, 2.1783)  0.0679
H (-1.0375, -4.5106, -0.0541)  0.1306
H (8.3111, -1.6252, -0.9210)  0.0986
H (5.0757, -1.6616, -1.8808)  0.0547
H (-2.7922, 4.5428, 1.6746)  0.1049
H (4.8539, -0.6489, 0.3352)  0.0966
H (4.7434, -2.9377, -0.7252)  0.0597
H (7.8059, -0.1643, -2.5762)  0.0696
H (-6.7985, 2.6538, 0.1828)  0.0696
H (5.8751, -1.8552, 1.0537)  0.1099
H (7.0804, 1.4028, -2.9128)  0.0739
H (-3.9970, 2.5644, 1.3884)  0.1001
H (-4.6489, -4.1350, -0.7981)  0.1502
H (2.6002, -1.9228, 0.8206)  0.1327
H (-4.4073, 4.3842, 3.6978)  0.0669
H (5.7883, 1.2335, -0.7258)  0.1122
H (8.1977, -1.8049, 0.8243)  0.1178
H (7.4847, 1.5317, -0.6019)  0.1025
H (-5.4622, 2.9896, 2.2636)  0.1017
H (-2.8131, 0.7167, -0.0369)  0.1426

Properties
Total charge = +1
LUMO energy = -4.88 eV